Entry 1:
{"formula": "C4H6LiMgO", "method": "wB97M-V/def2-TZVPD", "symbols": ["Mg", "O", "C", "C", "C", "C", "Li", "H", "H", "H", "H", "H", "H"], "positions_angstrom": [[-0.9096, -2.5065, 1.0654], [0.4125, -0.0098, -0.0576], [0.4868, 0.2144, 1.3693], [-0.3146, -0.0609, -3.0604], [-0.6482, -0.5064, 2.0588], [-0.0609, 1.0180, -3.6165], [-0.1493, -1.2666, -1.3953], [0.8562, 0.7009, -0.5786], [0.3543, 1.8321, -4.1893], [0.4937, 1.3106, 1.5107], [1.4679, -0.1593, 1.7074], [-0.3804, -0.6102, 3.1269], [-1.6083, 0.0437, 2.0592]], "forces_ev_per_a": [[0.0, -0.1, 0.2], [0.4, 0.5, -1.0], [-0.1, 0.4, 0.4], [0.3, 1.0, -0.2], [0.1, -0.2, 0.4], [0.3, -0.9, 0.2], [-0.2, 0.2, -0.3], [-0.6, -0.7, 0.6], [-0.4, -0.2, 0.2], [0.0, -0.1, -0.1], [-0.3, 0.0, 0.1], [0.0, -0.1, -0.2], [0.4, 0.1, -0.3]], "nbo_charge": [0.1626, -0.8407, -0.0786, -0.5446, -1.2152, -0.5694, 0.7416, 0.4998, 0.1967, 0.1317, 0.1473, 0.1850, 0.1840], "charge": -1, "e_above_lowest_kcal_mol": 0.00, "gap_ev": 4.92}

Entry 2:
{"formula": "C18H16BrClIrN5OS2", "method": "wB97M-V/def2-TZVPD", "symbols": ["Ir", "Br", "Cl", "S", "S", "O", "N", "N", "N", "N", "N", "C", "C", "C", "C", "C", "C", "C", "C", "C", "C", "C", "C", "C", "C", "C", "C", "C", "C", "H", "H", "H", "H", "H", "H", "H", "H", "H", "H", "H", "H", "H", "H", "H", "H"], "positions_angstrom": [[0.2898, -0.3317, 0.3878], [1.5536, -2.6669, 0.3542], [3.1437, 4.1318, 2.3526], [1.6506, 2.5098, -3.0930], [1.9040, 0.2119, -1.1623], [-2.0374, -5.2881, -2.3812], [-0.7996, -1.8185, -0.6063], [-1.4255, -0.2344, 1.6891], [-0.1087, 2.0058, -1.3109], [1.3271, 0.6802, 1.8424], [-0.5980, 1.2585, -0.2751], [-2.4751, -2.9886, -1.8151], [-2.8490, -0.7129, 3.5345], [-1.9990, -1.8523, -1.2085], [-3.6449, 0.3785, 3.2216], [2.8046, 1.8983, 3.8412], [1.0395, 1.5796, -1.7766], [-0.0784, -2.9429, -0.6018], [3.2848, 1.8061, -3.3816], [2.3195, 0.6103, 4.0006], [-1.7077, 1.6332, 0.2642], [-1.7517, -0.9922, 2.7389], [-3.3213, 1.1621, 2.1235], [1.5952, 0.0254, 2.9838], [-1.6844, -4.1465, -1.8153], [-0.4368, -4.1259, -1.1728], [-2.1952, 0.8392, 1.3867], [2.5457, 2.5570, 2.6502], [1.7950, 1.9267, 1.6737], [-3.9196, 2.0188, 1.8445], [0.1869, -5.0075, -1.1383], [-3.4475, -2.9775, -2.2888], [-2.9034, -5.2438, -2.8081], [3.9727, 2.0841, -2.5874], [-2.2169, 2.5083, -0.1175], [-3.0737, -1.3474, 4.3799], [-1.1234, -1.8513, 2.9352], [3.6137, 2.2502, -4.3189], [1.5580, 2.4286, 0.7463], [-2.5728, -0.9350, -1.1961], [3.3730, 2.3855, 4.6221], [1.2263, -0.9875, 3.0669], [2.5056, 0.0563, 4.9095], [-4.5073, 0.6204, 3.8282], [3.2401, 0.7264, -3.5012]], "forces_ev_per_a": [[-0.4, -0.7, 1.0], [-0.3, -0.2, 0.3], [0.0, 0.0, 0.0], [0.0, 0.0, 0.0], [0.2, -0.2, -0.4], [0.0, 0.0, 0.0], [0.4, 0.2, -0.8], [0.1, -0.3, 0.3], [0.0, -0.1, 0.2], [0.4, 0.5, -0.3], [-0.6, 0.8, -0.2], [0.0, -0.1, 0.0], [-0.1, 0.0, 0.0], [0.1, 0.0, 0.0], [0.0, -0.1, 0.0], [0.0, 0.0, 0.0], [0.0, 0.1, -0.1], [0.0, 0.0, 0.0], [0.0, 0.0, 0.0], [0.0, 0.0, 0.0], [-0.1, -0.1, 0.1], [0.0, 0.0, -0.2], [0.0, 0.0, -0.1], [0.0, 0.1, 0.0], [-0.1, 0.0, 0.0], [0.0, 0.0, 0.0], [0.2, 0.0, 0.0], [0.0, 0.0, 0.0], [-0.1, -0.1, 0.0], [0.0, 0.0, 0.0], [0.0, 0.0, 0.0], [0.0, 0.0, 0.0], [0.0, 0.0, 0.0], [0.0, 0.0, 0.0], [0.0, 0.0, 0.0], [0.0, 0.0, 0.0], [0.0, 0.0, 0.0], [0.0, 0.0, 0.0], [0.1, 0.0, 0.0], [0.0, 0.0, 0.0], [0.0, 0.0, 0.0], [0.0, 0.0, 0.0], [0.0, 0.0, 0.0], [0.0, 0.0, 0.0], [0.0, 0.0, 0.0]], "nbo_charge": [0.8703, 0.2736, 0.1070, 0.4416, -0.0135, -0.5958, -0.5159, -0.4694, -0.3728, -0.4283, -0.1788, -0.3014, -0.2193, 0.0892, -0.1102, -0.1339, -0.1100, 0.1829, -0.7600, -0.2108, 0.0661, 0.0774, -0.1860, 0.0334, 0.4152, -0.3024, 0.1230, -0.0591, 0.0350, 0.2563, 0.2816, 0.2567, 0.5118, 0.2412, 0.2567, 0.2592, 0.2187, 0.2653, 0.2374, 0.2304, 0.2652, 0.2137, 0.2588, 0.2578, 0.2423], "charge": 2, "e_above_lowest_kcal_mol": 0.00, "gap_ev": 7.12}

Entry 3:
{"formula": "C3H6N2O2", "method": "wB97M-V/def2-TZVPD", "symbols": ["O", "O", "N", "N", "C", "C", "C", "H", "H", "H", "H", "H", "H"], "positions_angstrom": [[-1.8258, 1.4607, 0.4513], [1.4851, 0.1490, 0.0678], [-0.5676, 0.1370, -1.0471], [0.4497, 1.9489, 0.1136], [-0.7491, 1.0755, 0.0059], [0.3453, -0.4465, -0.0986], [0.1885, -1.8913, 0.2652], [-1.4361, -0.3755, -1.1610], [0.5706, -2.0596, 1.2740], [1.1704, 2.1297, -0.5838], [0.4894, 2.5772, 0.9085], [0.7439, -2.5238, -0.4324], [-0.8645, -2.1813, 0.2365]], "forces_ev_per_a": [[1.4, -2.0, 0.3], [-3.7, -6.0, -0.2], [0.6, -0.1, 2.8], [-3.8, 2.3, 0.5], [-0.5, 8.9, -1.8], [8.1, -2.0, -2.5], [-0.8, 0.1, 0.7], [0.0, -0.2, 0.2], [0.0, 0.0, -0.2], [-0.8, -0.9, 0.5], [-0.6, -0.2, -0.4], [0.0, 0.3, 0.0], [0.1, -0.1, 0.0]], "nbo_charge": [-0.5539, -0.5284, -0.5937, -0.8546, 0.7136, 0.5969, -0.6972, 0.3914, 0.2531, 0.4121, 0.3903, 0.2570, 0.2132], "e_above_lowest_kcal_mol": 96.56, "gap_ev": 7.84}

HOMO? In order: -1.826, -14.058, -8.322 eV.